No. 1
{"formula": "C22H19N3O2S", "method": "ωB97M-V/def2-TZVPD", "multiplicity": 1, "total_energy_ev": -42506.462, "elements": ["O", "C", "N", "C", "C", "C", "C", "C", "C", "C", "C", "C", "H", "C", "C", "C", "H", "H", "H", "H", "H", "H", "H", "H", "H", "H", "H", "C", "H", "H", "S", "C", "N", "N", "C", "C", "C", "C", "C", "C", "C", "H", "H", "H", "H", "H", "O"], "positions_angstrom": [[-0.848, -2.618, 2.317], [-1.407, -1.922, 1.502], [-1.082, -0.508, 1.245], [0.124, -0.157, 1.462], [1.150, -0.859, 2.034], [2.271, -0.080, 2.243], [2.389, 1.084, 1.680], [1.406, 1.789, 0.692], [0.158, 1.124, 0.713], [-1.026, 1.356, 0.215], [-1.979, 0.594, 0.552], [-3.489, 0.538, 0.150], [-3.633, -0.415, -0.677], [-3.747, 1.955, -0.119], [-2.812, 2.375, -1.342], [-1.494, 2.564, -0.464], [-1.385, 3.324, 0.101], [-0.707, 2.689, -1.285], [-2.618, 1.768, -2.086], [-3.196, 3.377, -1.514], [-3.783, 2.517, 0.627], [-4.907, 1.959, -0.385], [-3.956, 0.270, 1.201], [1.475, 2.753, 0.459], [3.431, 1.886, 1.296], [3.245, -0.380, 2.728], [1.030, -1.799, 2.712], [-2.742, -2.348, 0.793], [-2.930, -3.581, 1.273], [-3.657, -2.019, 1.164], [-2.752, -2.479, -1.073], [-1.385, -1.709, -1.588], [-1.268, -0.708, -2.336], [-0.045, -0.476, -2.440], [0.621, -1.122, -1.556], [2.100, -0.747, -1.216], [2.827, 0.098, -1.983], [4.141, 0.229, -1.246], [4.732, -0.661, -0.648], [3.898, -1.614, -0.019], [2.749, -1.944, -0.241], [1.948, -2.596, 0.266], [4.392, -2.496, 0.574], [5.751, -0.751, -0.408], [4.615, 1.076, -2.012], [2.459, 0.724, -2.480], [-0.061, -2.059, -0.881]]}

---

No. 2
{"formula": "C23H30BrN5NaO4P", "method": "ωB97M-V/def2-TZVPD", "de_lowest_kcal_mol": 24.41, "multiplicity": 1, "elements": ["Na", "C", "O", "C", "C", "C", "Br", "C", "C", "C", "O", "C", "N", "C", "C", "C", "C", "C", "C", "N", "H", "H", "H", "H", "H", "H", "H", "H", "H", "H", "H", "C", "N", "C", "N", "C", "N", "C", "P", "C", "C", "H", "H", "H", "H", "H", "H", "H", "H", "H", "H", "H", "H", "C", "C", "O", "H", "H", "H", "C", "O", "H", "H", "H", "H"], "positions_angstrom": [[1.207, 1.498, 1.288], [1.066, 2.018, 4.639], [0.266, 1.408, 3.620], [-0.365, 0.251, 3.933], [-0.565, -0.271, 5.228], [-1.146, -1.545, 5.375], [-1.561, -2.254, 7.098], [-1.534, -2.239, 4.261], [-1.325, -1.744, 2.976], [-0.796, -0.454, 2.814], [-0.562, 0.079, 1.600], [-1.700, -2.449, 1.766], [-1.672, -1.905, 0.549], [-2.288, -2.832, -0.304], [-2.582, -2.803, -1.671], [-3.259, -3.850, -2.251], [-3.668, -4.987, -1.470], [-3.377, -4.983, -0.134], [-2.659, -3.944, 0.453], [-2.282, -3.690, 1.765], [1.919, 1.374, 4.916], [0.465, 2.218, 5.507], [1.416, 2.952, 4.174], [-0.169, 0.239, 6.080], [-2.002, -3.189, 4.367], [-0.969, -0.502, 0.926], [-2.266, -1.923, -2.160], [-3.503, -3.768, -3.304], [-4.168, -5.885, -1.860], [-3.622, -5.832, 0.534], [-2.356, -4.290, 2.546], [2.631, -0.235, -3.404], [1.330, -0.628, -2.940], [0.428, -0.770, -4.095], [0.309, 0.476, -4.849], [1.633, 0.873, -5.221], [2.564, 1.038, -4.105], [2.144, 2.178, -3.279], [0.402, 1.991, -2.537], [0.743, 0.284, -1.964], [-0.431, 1.500, -4.098], [3.045, -0.983, -4.105], [3.259, -0.140, -2.523], [-0.513, -1.128, -3.747], [0.923, -1.466, -4.762], [1.601, 1.840, -5.746], [1.979, 0.108, -5.921], [2.161, 3.042, -3.851], [2.906, 2.379, -2.501], [-0.138, -0.211, -1.508], [1.469, 0.298, -1.151], [-0.647, 2.338, -4.773], [-1.450, 1.052, -3.919], [4.541, 3.505, 1.699], [3.411, 2.526, 1.512], [3.622, 1.486, 2.090], [5.296, 3.320, 0.923], [4.980, 3.327, 2.680], [4.241, 4.553, 1.648], [-1.591, 3.598, 1.498], [-0.433, 3.111, 0.763], [-2.381, 2.853, 1.580], [-1.961, 4.463, 0.956], [-1.305, 3.820, 2.526], [-0.712, 2.906, -0.137]]}

---

Number 1: maximum force 17.06 eV Å⁻¹. Number 2: maximum force 3.30 eV Å⁻¹.